1.
C51H38IN6PTa as an isolated structure at a distorted geometry, computed with the ωB97M-V functional and the def2-TZVPD basis.

Last column: Mulliken charge in e.
Element x y z (Å)
Ta  0.2259  0.1519  -0.2186  -0.038
C  -0.8437  4.2764  -2.0650  -1.395
C  -0.9736  2.9829  -1.5457  0.307
N  0.0213  2.1127  -1.4870  0.451
C  1.1976  2.4728  -2.0853  -0.348
C  1.4235  3.7464  -2.6198  0.780
C  0.3656  4.6716  -2.5592  -0.663
C  2.6585  4.0153  -3.2645  -0.914
C  3.5556  3.0028  -3.4125  -1.224
C  3.2922  1.6998  -2.9213  -0.583
C  2.1377  1.4324  -2.2316  0.997
N  1.6947  0.2194  -1.7069  0.683
C  2.2969  -0.9927  -2.0984  -0.925
C  3.6339  -1.2516  -2.2319  -0.040
C  4.0800  -2.5156  -2.6942  -1.694
C  3.1936  -3.5011  -3.0054  -0.891
C  1.8069  -3.2851  -2.7957  1.214
C  0.8177  -4.2638  -3.0342  -0.903
C  -0.4819  -3.9789  -2.7446  -1.233
C  -0.7965  -2.7425  -2.1472  0.309
N  0.0913  -1.8008  -1.9131  0.556
C  1.3774  -2.0516  -2.2952  0.319
H  -1.7009  4.9330  -2.0647  0.486
H  -1.9332  2.6577  -1.1917  0.548
H  0.5071  5.6689  -2.9556  0.489
H  2.8534  5.0048  -3.6529  0.457
H  4.4893  3.1774  -3.9286  0.434
H  4.0103  0.9239  -3.1279  0.582
H  4.3682  -0.5053  -1.9661  0.600
H  5.1420  -2.6835  -2.8051  0.418
H  3.5304  -4.4562  -3.3848  0.461
H  1.1042  -5.2241  -3.4441  0.495
H  -1.2719  -4.6945  -2.9201  0.522
H  -1.8154  -2.5428  -1.8596  0.189
C  -3.7741  0.1490  3.1391  -1.529
C  -3.3708  -1.1000  3.8733  1.139
C  -4.0447  -1.3831  5.0586  -0.670
C  -3.7939  -2.5311  5.7865  -0.774
C  -2.8693  -3.4422  5.3071  -0.936
C  -2.1894  -3.1768  4.1296  -0.783
C  -2.3957  -1.9949  3.4089  0.700
P  -1.5046  -1.7117  1.7934  1.126
C  -0.4971  -3.2302  1.6749  1.366
C  -0.7683  -4.2198  0.7405  -1.225
C  0.0386  -5.3471  0.6369  -0.797
C  1.1190  -5.4944  1.4881  -1.161
C  1.3890  -4.5128  2.4347  -0.388
C  0.6035  -3.3723  2.5407  0.193
C  0.9503  -2.3455  3.5902  -1.739
C  -2.8603  -1.9110  0.6016  1.004
C  -3.8658  -2.8585  0.8328  -0.367
C  -4.9090  -3.0265  -0.0542  -0.749
C  -4.9669  -2.2249  -1.1909  -0.908
C  -3.9854  -1.2801  -1.4166  -0.333
C  -2.9139  -1.0991  -0.5300  -1.120
C  -1.9218  -0.0016  -0.8829  -1.736
H  -4.8316  0.3516  3.3029  0.451
H  -3.6202  0.0672  2.0626  0.192
H  -3.2129  1.0124  3.4980  0.227
H  -4.7969  -0.6834  5.4019  0.457
H  -4.3331  -2.7224  6.7047  0.397
H  -2.6804  -4.3668  5.8353  0.471
H  -1.5004  -3.9232  3.7710  0.504
H  -1.6244  -4.1221  0.0853  0.495
H  -0.1867  -6.1069  -0.0994  0.469
H  1.7523  -6.3686  1.4223  0.424
H  2.2370  -4.6261  3.0988  0.578
H  2.0044  -2.4089  3.8564  0.514
H  0.3764  -2.5023  4.5043  0.337
H  0.7432  -1.3238  3.2581  0.275
H  -3.8197  -3.4742  1.7235  0.580
H  -5.6728  -3.7669  0.1373  0.472
H  -5.7806  -2.3335  -1.8950  0.425
H  -4.0375  -0.6573  -2.3016  0.514
H  -2.4457  0.9319  -0.6838  0.653
H  -1.7886  -0.0080  -1.9711  0.780
I  -1.5430  2.0675  1.5558  0.516
C  0.0406  2.7406  2.6769  0.934
C  -0.2051  3.5407  3.7519  -0.809
C  0.8882  4.0374  4.4922  -0.720
C  2.1524  3.7209  4.1008  -1.051
C  2.3969  2.8918  2.9756  1.105
C  3.7274  2.6046  2.6009  -0.999
C  3.9655  1.8058  1.5295  -1.606
C  2.8869  1.2453  0.8137  0.012
C  1.5476  1.4645  1.1052  1.302
C  1.3192  2.3474  2.2220  -0.571
H  -1.2159  3.7992  4.0342  0.476
H  0.7125  4.6651  5.3538  0.415
H  3.0053  4.0992  4.6487  0.412
H  4.5378  3.0260  3.1810  0.411
H  4.9789  1.5763  1.2288  0.543
H  3.1637  0.5874  0.0049  0.296
N  4.8991  -2.8382  2.9862  -0.587
C  4.2368  -2.5616  2.0865  0.491
N  3.5356  -2.2355  1.0146  -0.617
C  2.4169  -1.7653  0.8456  0.700
N  1.3653  -1.3228  0.5092  0.369

For the LUMO energy, the calculation gives -3.89 eV. As for the total charge: +1. The value obtained for the HOMO energy is -10.4 eV. The value obtained for the gap between HOMO and LUMO is 6.47 eV. The calculation puts the molecular weight at 1073.73 g/mol.

***

2.
C51H39BiN3O5P2S2 as an isolated structure at a distorted geometry, computed with the ωB97M-V functional and the def2-TZVPD basis.

Last column: Mulliken charge in e.
Element x y z (Å)
Bi  -0.4730  1.2968  0.4866  2.079
O  -1.4142  -4.0484  0.0496  -0.720
S  -0.4693  -2.9292  -0.1080  0.739
C  -1.2530  -1.7447  1.0978  0.657
C  -0.7872  -1.6446  2.4101  0.019
C  -1.5235  -1.1107  3.4092  -0.905
C  -2.7988  -0.6340  3.1070  -0.636
C  -3.2467  -0.6705  1.8052  -0.432
C  -2.4946  -1.1877  0.7498  0.372
P  -3.1387  -1.3120  -0.9655  -0.188
C  -3.2004  0.4614  -1.5713  0.763
C  -3.3447  1.5818  -0.7856  0.548
C  -3.2280  2.8573  -1.2710  -0.795
C  -2.9895  3.0037  -2.6396  -0.793
C  -2.8955  1.8973  -3.5137  -0.645
C  -2.9588  0.6537  -2.9597  -1.132
C  -4.8859  -1.5496  -0.5717  0.374
C  -5.8658  -0.5876  -0.6303  -0.134
C  -7.1262  -0.8886  -0.1161  -0.475
C  -7.4515  -2.1474  0.3645  -0.649
C  -6.4396  -3.1282  0.3548  -0.539
C  -5.2146  -2.8964  -0.1935  -0.504
C  0.9489  -3.4193  0.9049  -0.310
C  0.8180  -4.6083  1.5772  0.151
C  1.8861  -5.1547  2.2705  -0.798
C  3.0730  -4.4249  2.2414  -1.109
C  3.1926  -3.3210  1.4110  -0.015
C  2.1423  -2.7735  0.7166  -0.537
P  2.3017  -1.2020  -0.3240  1.894
C  3.5089  -0.3940  0.6948  -0.715
C  4.7390  -0.1345  0.2200  -0.358
C  5.6933  0.6819  0.9141  -0.865
C  5.4709  1.1106  2.1855  -1.380
C  4.2323  0.8281  2.9182  0.201
C  3.1070  0.2416  2.0277  0.445
C  3.2725  -1.7703  -1.8191  0.277
C  3.2023  -3.1317  -2.1910  -1.076
C  3.8261  -3.6204  -3.3576  -0.662
C  4.5425  -2.7128  -4.1406  -0.690
C  4.5281  -1.3611  -3.8200  -0.586
C  3.9504  -0.8676  -2.6640  -0.295
H  0.2118  -2.0072  2.6160  0.116
H  -1.0815  -0.9739  4.4194  0.408
H  -3.4512  -0.2415  3.8870  0.463
H  -4.2121  -0.2673  1.5457  0.445
H  -3.4470  1.4274  0.3055  0.244
H  -3.2813  3.7373  -0.6523  0.430
H  -2.8790  3.9925  -3.0419  0.437
H  -2.7145  2.0956  -4.5966  0.403
H  -2.7328  -0.2051  -3.5714  0.555
H  -5.6363  0.4177  -1.0035  0.391
H  -7.8870  -0.0668  -0.1921  0.324
H  -8.4902  -2.2616  0.7054  0.373
H  -6.6697  -4.1198  0.6806  0.446
H  -4.4638  -3.7233  -0.1411  0.370
H  -0.1170  -5.1500  1.5315  0.493
H  1.7861  -6.0720  2.8004  0.473
H  3.9460  -4.8005  2.7205  0.460
H  4.2113  -2.9453  1.3555  0.462
H  5.0698  -0.5259  -0.7196  0.681
H  6.5724  0.9360  0.3305  0.457
H  6.1010  1.8386  2.7028  0.390
H  4.3284  0.2050  3.7989  0.689
H  2.4397  -0.4918  2.5278  -0.089
H  2.6789  -3.7996  -1.5737  0.478
H  3.8335  -4.6803  -3.5928  0.446
H  5.0251  -3.0344  -5.0776  0.362
H  4.9857  -0.6581  -4.5636  0.328
H  3.8088  0.1939  -2.5098  0.550
S  -1.7465  2.5595  4.8732  -0.191
C  -3.1609  2.8294  3.9072  -0.565
C  -2.9435  2.5617  2.6046  -0.933
C  -1.6134  2.1769  2.3206  -0.304
C  -0.8730  2.0493  3.4592  0.104
C  0.5573  1.7851  3.3715  1.870
C  1.3673  1.7755  4.6030  -1.216
C  2.7003  1.9368  4.5023  -1.449
C  3.3733  2.0922  3.2030  -0.046
C  2.5147  1.6325  2.0174  -0.672
N  1.0642  1.7238  2.1873  0.317
H  -4.0263  3.2180  4.4163  0.531
H  -3.6852  2.8016  1.8647  0.426
H  0.8678  1.6519  5.5406  0.576
H  3.2995  2.0210  5.4213  0.415
H  3.8629  3.0206  3.0776  0.732
H  2.7724  2.1949  1.1375  0.388
C  0.3985  -0.2448  -3.8207  -0.498
C  0.4097  1.1816  -3.5187  -0.176
N  0.4558  1.6665  -2.3113  0.077
C  0.3810  3.0147  -2.4118  0.596
C  0.3359  3.3367  -3.7633  -0.153
N  0.3267  2.1704  -4.4231  0.151
C  0.4557  4.5445  -4.6001  0.343
O  0.7569  5.6777  -4.0093  -0.517
O  0.2888  4.4330  -5.7877  -0.603
C  0.1710  3.8503  -1.2119  0.062
O  0.1214  5.0722  -1.4285  -0.880
O  0.0189  3.2918  -0.0465  -0.531
H  -0.1724  -0.7813  -3.0275  -0.189
H  1.4373  -0.6297  -3.7882  -0.072
H  0.0476  -0.5113  -4.8166  0.464
H  0.4395  2.1526  -5.4414  0.322
H  0.6253  5.6860  -3.0665  0.461

For the LUMO energy, the calculation gives -3.78 eV. As for the total charge: +1. The value obtained for the HOMO energy is -10.5 eV. The value obtained for the gap between HOMO and LUMO is 6.74 eV. The calculation puts the molecular weight at 1108.95 g/mol.

***

Relative energy (zero: lowest compared OMol25 entry of this formula, charge and spin) / kcal per mole: 32.3 34.3